1.
Computed, not measured: a molecular structure, C18H42CrNO11, with ωB97M-V/def2-TZVPD.

```
73
Properties=species:S:1:pos:R:3:forces:R:3
Cr -3.61358 -9.17238 -17.31928 -0.2 -2.9 -1.8
N -3.53157 -11.97474 -19.54831 0.6 0.3 0.6
H -3.86846 -11.63670 -20.43844 -0.5 0.0 -0.7
H -3.04339 -12.85033 -19.67135 -0.3 -0.8 -0.1
H -4.30485 -12.00285 -18.89920 -0.5 -0.2 0.3
H -2.86003 -11.32105 -19.17174 0.7 1.1 0.5
C 0.37545 -9.24091 -17.74922 0.5 -0.3 0.8
C -0.61666 -9.70793 -18.79567 -0.3 0.0 -1.6
C -0.14614 -10.89981 -19.67401 0.0 0.5 0.9
O -1.94190 -9.98383 -18.36854 -2.1 0.8 1.8
H 0.68571 -9.97968 -17.01027 -0.6 -0.4 0.1
H 0.03280 -8.36674 -17.19557 -0.3 0.0 0.0
H 1.35508 -8.94776 -18.12670 -0.2 0.1 -0.7
H -0.66557 -8.91496 -19.54193 -0.1 0.6 0.0
H 0.87133 -10.65118 -19.97578 0.1 -0.5 0.0
H -0.73262 -11.03115 -20.58334 -0.2 0.4 0.0
H -0.24244 -11.83526 -19.12286 0.5 -0.1 0.1
C -7.10636 -12.07467 -18.06780 -1.0 0.4 -0.1
C -6.66823 -10.56685 -18.10095 -0.3 -1.6 -0.1
C -7.67585 -9.65669 -17.48885 -1.3 0.5 0.2
O -5.38536 -10.49599 -17.59465 3.4 1.9 0.6
H -6.60261 -12.70783 -18.79817 0.1 0.2 -0.2
H -8.18053 -12.10188 -18.25086 -0.2 0.0 -0.7
H -7.12336 -12.65391 -17.14461 0.9 0.7 0.6
H -6.77178 -10.24470 -19.13709 0.9 -0.3 -0.6
H -8.52336 -9.62046 -18.17333 -0.3 -0.2 -0.1
H -7.36557 -8.61229 -17.52119 0.4 0.0 0.5
H -8.10542 -9.96865 -16.53688 0.4 0.2 0.3
C -0.64350 -16.72770 -21.14488 -1.6 -0.1 0.2
C -1.17038 -15.52764 -21.94023 1.4 0.6 0.5
O -2.57646 -15.65770 -22.26232 0.1 0.4 0.8
C -3.45902 -15.17648 -21.33890 0.9 0.2 0.1
O -3.18226 -14.36437 -20.44165 -0.7 -2.0 -1.6
O -4.62521 -15.73679 -21.60579 -0.7 0.5 0.6
C -5.77836 -15.47820 -20.69274 1.9 -0.1 0.6
H -0.66636 -17.58629 -21.81599 0.4 -0.1 0.1
H -1.37696 -16.95500 -20.37128 -0.1 -0.1 0.2
H 0.29828 -16.62261 -20.60627 0.1 0.3 -0.6
H -0.51803 -15.44879 -22.80990 -1.0 -0.2 -0.8
H -0.98003 -14.55865 -21.47881 -0.4 -0.1 0.6
H -6.04910 -14.42262 -20.71620 -0.4 -0.2 -0.5
H -5.39911 -15.66031 -19.68720 -0.1 0.0 0.0
H -6.52765 -16.24307 -20.89677 0.0 0.5 -0.4
C -6.40026 -19.50162 -17.27431 0.1 1.3 -0.3
C -5.33311 -18.74832 -18.08220 -0.3 -2.1 -0.6
O -5.46875 -17.31911 -17.99806 0.4 -0.7 -0.2
C -4.83212 -16.73967 -17.00680 2.3 -2.5 5.4
O -4.36748 -17.30530 -15.94629 -1.8 2.1 -4.4
O -4.74394 -15.46701 -17.24913 0.0 2.0 -0.7
C -4.13688 -14.52113 -16.35401 0.2 -0.1 0.7
H -7.30158 -18.90555 -17.41726 -0.3 -0.2 0.3
H -6.11722 -19.48693 -16.22180 -0.2 -0.2 -0.1
H -6.61405 -20.50059 -17.65437 0.4 0.0 0.1
H -5.40475 -19.01077 -19.13770 -0.6 0.5 -0.2
H -4.35130 -19.17205 -17.87103 0.3 0.9 0.7
H -3.13667 -14.79383 -16.01736 0.0 -0.5 -0.3
H -4.71899 -14.35919 -15.44680 -0.3 -0.3 -0.1
H -4.06466 -13.56139 -16.86567 -0.2 -0.3 -0.3
C -2.94387 -8.53658 -23.70102 1.0 0.7 -0.9
C -3.44359 -9.57638 -22.79783 0.9 -1.0 1.5
O -4.81858 -9.61017 -22.99666 -2.2 -0.6 0.4
C -5.55468 -10.46946 -22.29735 1.4 -1.4 0.9
O -5.14207 -11.40494 -21.57086 -0.6 2.1 -1.6
O -6.80792 -10.20139 -22.50021 0.6 1.5 -1.2
C -7.73354 -11.03685 -21.92599 -1.6 -0.9 1.4
H -3.12055 -7.52033 -23.34870 -0.3 -0.1 0.0
H -3.43842 -8.69606 -24.65919 0.2 0.3 -0.1
H -1.86460 -8.61738 -23.83053 0.0 -0.1 -0.1
H -3.25444 -9.37950 -21.74258 0.1 0.3 0.2
H -3.01831 -10.56844 -22.94969 0.1 -0.1 -0.5
H -7.59969 -12.05237 -22.29866 -0.2 0.0 0.2
H -8.73737 -10.64948 -22.10028 0.2 -0.1 -0.7
H -7.66233 -10.96606 -20.84063 0.3 -0.6 0.1
```
Forces are in eV/Å.

* E_LUMO (spin up / spin down): -5.043 / -4.415 eV
* total charge: +1
* ⟨S²⟩: 6.054
* energy relative to the best compared isomer or geometry (same formula, charge and spin): 46.5 kcal/mol
* multiplicity: 5

***

2.
Computed, not measured: a molecular structure, C18H43F6O3P2SSb2ScSe4Si, with ωB97M-V/def2-TZVPD.

```
81
Properties=species:S:1:pos:R:3:forces:R:3
Sc -1.69024 -0.23338 -0.56063 -0.7 -0.1 0.3
C -0.85526 -1.58173 3.70167 -0.1 -0.1 -0.1
P -0.28384 -0.31378 2.51728 0.0 0.0 0.0
C -0.92348 1.21413 3.28779 0.0 0.0 0.0
C 1.49718 -0.26385 3.04308 0.0 0.0 0.0
C 2.39038 0.76996 2.35204 0.0 0.0 0.0
P 2.36529 0.71845 0.54300 0.0 0.0 0.0
C 3.88357 1.44716 -0.07074 0.0 0.0 0.0
C 2.31697 -0.97583 -0.02992 0.0 0.0 0.1
H -0.52782 -1.35104 4.71658 0.0 0.0 0.0
H -0.46364 -2.55865 3.40863 0.0 0.1 0.0
H -1.94583 -1.62760 3.68648 0.1 0.0 0.0
H -0.65417 1.27880 4.34364 0.0 0.0 0.0
H -2.00824 1.21351 3.18615 0.0 0.0 0.0
H -0.55877 2.09563 2.76070 0.0 0.0 0.0
H 1.89715 -1.26590 2.87259 0.0 0.0 0.0
H 1.54490 -0.08388 4.12028 0.0 0.0 0.0
H 3.43522 0.62818 2.64323 0.0 0.0 0.0
H 2.11981 1.79108 2.63496 0.0 0.0 0.0
H 4.72911 0.83525 0.24549 0.0 0.0 0.0
H 3.99448 2.45819 0.32101 0.0 0.0 0.0
H 3.83773 1.47947 -1.16000 0.0 0.0 0.1
H 3.16786 -1.51025 0.40350 -0.1 0.0 0.0
H 2.38942 -0.99492 -1.11487 0.0 0.0 0.0
H 1.39688 -1.46950 0.29294 0.1 0.0 0.0
C 1.49010 -1.20976 -3.81116 -0.1 0.0 0.0
C 0.06362 -0.82977 -3.44042 -0.1 -0.1 0.1
C -0.61693 -0.00986 -4.51736 0.0 0.0 0.0
C -0.73104 -2.08209 -3.12218 0.0 0.1 -0.1
O 0.09656 -0.00920 -2.16989 0.0 0.0 0.2
Si 0.51788 1.60351 -2.16285 -0.2 -0.2 0.0
S 0.74489 1.86792 0.00062 0.1 0.1 0.0
O 1.91483 1.76225 -2.93078 0.0 -0.1 0.0
C 2.57161 2.84368 -3.65694 0.1 0.0 0.0
C 2.62419 4.06683 -2.75771 0.0 0.0 0.0
C 1.79818 3.11196 -4.93618 0.0 -0.1 0.0
C 3.96510 2.32890 -3.97609 0.0 0.1 0.0
O -0.68566 2.55642 -2.46522 0.1 0.2 -0.1
C -1.78939 3.48621 -2.74860 -0.1 -0.1 0.0
C -1.20144 4.87807 -2.87073 0.0 0.0 0.0
C -2.76154 3.40071 -1.58685 0.1 0.0 0.0
C -2.43838 3.02197 -4.04267 0.0 0.0 0.1
H 1.45909 -1.79932 -4.72811 0.0 0.0 0.0
H 1.93818 -1.83901 -3.04127 0.0 0.0 0.0
H 2.11888 -0.34015 -3.98155 0.0 0.0 0.0
H -0.68994 -0.60742 -5.42601 0.0 0.0 0.0
H -0.04510 0.88608 -4.76268 0.0 0.1 0.0
H -1.61951 0.27170 -4.19924 0.1 0.0 0.0
H -0.72335 -2.73180 -3.99768 0.0 0.0 0.0
H -1.77236 -1.86056 -2.88426 0.1 0.0 -0.1
H -0.26877 -2.63726 -2.30771 0.1 0.0 0.0
H 1.62288 4.40218 -2.48683 0.0 0.0 0.0
H 3.12676 4.88532 -3.27204 0.0 0.0 0.0
H 3.18030 3.85017 -1.84517 0.0 0.0 0.0
H 0.77187 3.40138 -4.71959 -0.1 0.0 0.0
H 1.78820 2.22212 -5.56651 0.0 0.0 0.0
H 2.26907 3.91860 -5.49650 0.0 0.0 0.0
H 4.53949 2.14382 -3.06776 0.0 0.0 0.0
H 4.50419 3.07007 -4.56573 0.0 0.0 0.0
H 3.91233 1.40616 -4.55322 0.0 0.0 0.0
H -0.68220 5.16056 -1.95297 0.0 0.0 0.0
H -2.00814 5.59288 -3.03498 0.0 0.0 0.0
H -0.51401 4.95174 -3.71318 0.0 0.0 0.0
H -2.26944 3.65944 -0.64811 0.0 0.0 0.0
H -3.17207 2.39774 -1.49949 0.0 0.0 0.0
H -3.58194 4.10030 -1.75030 0.0 0.0 0.0
H -1.72383 3.02738 -4.86464 0.1 0.0 -0.1
H -3.25854 3.69209 -4.30091 0.0 0.0 0.0
H -2.84120 2.01740 -3.92139 0.0 0.0 0.0
Se -0.90706 -7.07822 1.07647 0.0 -0.1 0.0
Sb 0.63234 -5.37739 0.85608 -0.2 0.1 0.0
Se 1.95364 -4.06616 2.35819 0.1 -0.1 0.0
Se 1.81969 -4.38788 -0.97846 0.1 0.0 -0.1
Se -1.52441 -2.95839 0.11843 0.1 -0.3 0.0
F -2.67756 0.09424 -2.08087 0.0 0.1 -0.2
Sb -3.72935 -2.71962 1.04705 -0.1 0.0 0.0
F -3.81702 -0.96989 0.14992 0.4 0.0 -0.1
F -2.19986 1.12982 0.56514 0.2 0.2 -0.1
F -3.94903 -1.71056 2.60923 -0.2 0.0 -0.1
F -3.99673 -4.27089 2.08092 0.1 0.0 -0.1
F -5.25608 -3.14119 0.07113 0.0 0.1 0.1
```
Forces are in eV/Å.

* E_LUMO (spin up / spin down): -3.825 / -5.195 eV
* total charge: +1
* ⟨S²⟩: 0.762
* energy relative to the best compared isomer or geometry (same formula, charge and spin): 0.0 kcal/mol
* multiplicity: 2

***

3.
Computed, not measured: 5 unconnected molecules or ions with the total composition C18H43IN4O8P, with ωB97M-V/def2-TZVPD.

```
75
Properties=species:S:1:pos:R:3:forces:R:3
C -1.90798 -0.43105 -0.59412 -0.4 0.3 0.4
C -1.93953 1.07737 -0.29506 -0.2 -0.2 -0.8
I 0.17166 1.73287 0.03637 0.1 0.1 0.1
C -2.52354 1.91901 -1.41431 0.6 -0.2 0.6
P -4.44520 2.10301 -1.44207 -0.2 0.0 -1.1
O -4.44695 2.69694 0.21530 -0.3 0.0 0.2
C -4.93597 1.75357 1.12673 0.6 -0.4 -0.1
C -5.55415 0.60842 0.31545 -0.3 0.0 0.6
C -5.67611 -0.70078 1.11670 0.3 0.2 -0.4
O -5.34222 -1.83532 0.33712 -0.1 -0.2 0.4
O -6.41251 -2.01635 -0.58649 -0.1 -0.1 -0.3
O -4.71415 0.47461 -0.78106 -0.2 0.0 0.0
H -2.33837 -0.97982 0.24565 0.1 -0.1 0.0
H -0.90750 -0.80617 -0.78477 0.0 0.0 -0.1
H -2.56259 -0.62149 -1.44139 0.1 -0.1 -0.1
H -2.39738 1.30783 0.65719 0.2 0.1 0.1
H -2.17080 1.49763 -2.35979 -0.2 0.1 -0.1
H -2.11503 2.92694 -1.33593 -0.3 0.1 0.0
H -4.29440 3.44666 -1.93956 0.1 0.0 0.1
H -4.46369 1.55245 -2.79185 0.1 0.1 0.1
H -5.88975 2.24639 -1.52950 0.0 0.0 0.2
H -5.60649 2.18019 1.88110 -0.1 0.2 -0.1
H -4.07849 1.30428 1.66188 -0.1 0.1 0.2
H -6.57806 0.89072 0.02492 0.1 0.0 -0.3
H -6.69706 -0.81528 1.48962 0.0 0.0 0.2
H -4.96600 -0.74809 1.94790 0.0 0.1 0.0
H -6.02055 -1.66197 -1.39966 0.1 0.2 0.1
C 2.67627 -0.26716 2.62600 0.1 0.0 -0.1
O 3.29713 -1.30723 2.47621 0.0 0.0 0.0
N 2.57157 0.37871 3.80526 0.0 0.1 0.0
C 1.81676 1.60863 3.95680 0.0 -0.2 0.0
C 3.23603 -0.18475 4.96317 0.0 0.0 -0.1
H 2.15071 0.24090 1.80124 0.0 -0.1 0.1
H 2.47752 2.41185 4.29297 -0.1 0.0 0.0
H 1.02528 1.47902 4.69353 0.0 0.1 0.0
H 1.37101 1.89162 3.00487 0.0 0.0 0.0
H 4.31155 -0.25676 4.78914 0.0 0.0 0.0
H 2.86266 -1.18955 5.16688 0.0 0.0 0.0
H 3.04676 0.45161 5.82567 0.0 0.0 0.0
C 2.01915 3.68505 6.88363 0.0 0.0 0.0
O 1.06418 2.93988 6.81465 0.0 0.0 0.1
N 2.69195 3.95800 8.02257 0.1 0.1 0.0
C 3.82703 4.85482 8.05022 -0.1 -0.1 0.1
C 2.25075 3.32334 9.25176 0.0 0.0 -0.1
H 2.42620 4.21185 6.00336 0.0 0.0 0.0
H 4.72067 4.33265 8.39943 0.0 0.0 0.0
H 3.63262 5.69991 8.71453 0.0 0.0 0.0
H 4.01681 5.23645 7.04896 0.0 0.0 0.0
H 2.29865 2.23801 9.15694 0.0 0.0 0.0
H 1.21771 3.59602 9.46972 0.0 0.0 0.0
H 2.89074 3.64372 10.07067 0.0 0.0 0.0
C 0.86960 -2.70128 -2.74973 0.0 -0.1 0.0
O -0.26239 -3.01384 -3.06753 0.0 0.0 -0.1
N 1.62755 -1.80278 -3.40538 0.0 0.0 0.1
C 2.97818 -1.48300 -2.99730 -0.1 0.1 -0.3
C 1.06213 -1.14469 -4.56610 -0.1 -0.1 0.1
H 1.38268 -3.14541 -1.87959 0.0 0.0 0.0
H 3.05479 -0.41794 -2.76622 0.1 0.0 0.1
H 3.66828 -1.72740 -3.80851 0.1 0.0 0.1
H 3.24935 -2.05524 -2.11260 0.0 0.0 0.0
H 0.16212 -0.59610 -4.28416 0.0 0.0 0.0
H 0.79015 -1.89087 -5.31365 0.0 0.0 0.0
H 1.79306 -0.45796 -4.98667 0.0 0.0 0.0
C 2.57191 -4.57820 -6.59946 -0.1 0.0 0.1
O 2.92707 -3.70927 -5.83029 0.1 0.1 0.0
N 2.09861 -4.34780 -7.84248 0.0 -0.1 -0.1
C 1.67906 -5.42004 -8.71797 0.0 0.2 0.0
C 2.00532 -2.97263 -8.30088 0.0 0.0 0.1
H 2.59946 -5.64966 -6.33755 0.0 0.0 0.0
H 2.27211 -5.42099 -9.63567 0.0 0.0 0.0
H 0.62500 -5.30962 -8.98145 0.0 -0.1 0.0
H 1.81263 -6.37634 -8.21603 0.0 0.0 0.0
H 2.98943 -2.50243 -8.29209 0.0 0.0 0.0
H 1.35127 -2.39768 -7.64510 0.0 0.0 0.0
H 1.60574 -2.95800 -9.31220 0.0 0.0 0.0
```
Forces are in eV/Å.

* E_LUMO: 1.861 eV
* total charge: -1

***

Record-wise maximum force values, in Eh/bohr: 0.125; 0.015; 0.022